{"formula": "C28H49MnN3OPS3Si", "method": "ωB97M-V/def2-TZVPD", "e_tot_ha": -4312.0658, "multiplicity": 2, "molar_mass_da": 653.919, "e_homo_ev": [-10.66, -10.59], "charge": 1, "relative_energy_ev": 0.600, "homo_lumo_gap_ha": [0.2453, 0.2250], "s_squared": 0.85, "elements": ["Mn", "C", "Si", "C", "C", "C", "C", "C", "C", "N", "C", "S", "H", "H", "H", "H", "H", "H", "H", "H", "H", "H", "H", "H", "S", "C", "C", "C", "C", "C", "C", "H", "H", "H", "H", "H", "C", "N", "C", "C", "N", "C", "S", "H", "H", "H", "H", "H", "H", "H", "H", "C", "C", "C", "P", "C", "C", "C", "C", "C", "C", "H", "H", "H", "H", "H", "H", "H", "H", "H", "H", "H", "H", "H", "H", "H", "H", "H", "H", "H", "H", "H", "C", "O", "H", "H", "H"], "xyz": [[-0.65, 0.30, -0.24], [4.72, -0.38, 1.68], [3.91, 1.06, 2.56], [4.59, 1.21, 4.30], [4.10, 2.65, 1.62], [2.05, 0.70, 2.73], [1.39, 0.68, 3.95], [0.01, 0.46, 4.03], [-0.70, 0.25, 2.87], [-0.07, 0.22, 1.70], [1.24, 0.45, 1.62], [1.66, 0.41, -0.07], [5.80, -0.27, 1.70], [4.40, -0.44, 0.64], [4.48, -1.33, 2.17], [5.67, 1.38, 4.25], [4.43, 0.31, 4.89], [4.16, 2.06, 4.83], [5.16, 2.88, 1.47], [3.65, 3.49, 2.16], [3.63, 2.59, 0.64], [1.95, 0.85, 4.86], [-0.49, 0.45, 4.99], [-1.77, 0.10, 2.85], [-0.95, 1.24, -2.13], [-0.15, 0.86, -3.65], [0.72, 1.82, -4.16], [1.36, 1.61, -5.37], [1.11, 0.46, -6.10], [0.22, -0.49, -5.61], [-0.41, -0.30, -4.39], [0.90, 2.72, -3.59], [2.05, 2.36, -5.75], [1.60, 0.30, -7.05], [0.00, -1.38, -6.19], [-1.11, -1.03, -4.02], [-2.99, 4.23, -0.78], [-2.86, 3.95, 0.63], [-3.97, 4.19, 1.56], [-3.37, 3.82, 2.93], [-2.07, 3.28, 2.55], [-1.79, 3.44, 1.25], [-0.30, 3.08, 0.54], [-3.87, 3.71, -1.18], [-2.10, 3.88, -1.29], [-3.12, 5.30, -0.94], [-4.82, 3.57, 1.29], [-4.28, 5.24, 1.51], [-3.97, 3.08, 3.45], [-3.26, 4.70, 3.57], [-1.33, 3.07, 3.20], [1.84, -3.81, -1.43], [1.09, -2.57, -1.92], [2.13, -1.55, -2.40], [-0.30, -1.97, -0.79], [-1.73, -2.73, -1.71], [-3.10, -2.16, -1.40], [-1.73, -4.27, -1.68], [-0.17, -3.00, 0.75], [1.08, -2.74, 1.61], [-1.45, -2.92, 1.59], [2.48, -4.16, -2.24], [1.18, -4.64, -1.16], [2.48, -3.58, -0.58], [0.51, -2.86, -2.80], [2.92, -1.41, -1.67], [1.70, -0.58, -2.64], [2.59, -1.94, -3.31], [-1.51, -2.44, -2.74], [-3.38, -2.30, -0.35], [-3.85, -2.66, -2.02], [-3.13, -1.10, -1.63], [-2.00, -4.65, -0.69], [-0.78, -4.70, -1.97], [-2.48, -4.63, -2.38], [-0.08, -4.01, 0.35], [0.88, -2.00, 2.38], [1.94, -2.41, 1.04], [1.34, -3.67, 2.13], [-1.78, -1.89, 1.72], [-1.26, -3.35, 2.58], [-2.27, -3.48, 1.14], [-3.59, 0.68, -0.08], [-2.30, 0.39, 0.39], [-4.24, -0.19, -0.01], [-3.57, 1.03, -1.12], [-4.02, 1.46, 0.55]]}